(1)
DFT (ωB97M-V/def2-TZVPD) results for C56H46CdN4 as an isolated structure at a distorted geometry.

Calculated values
Multiplicity: 1
Energy relative to the best compared isomer or geometry (same formula, charge and spin) (kJ/mol): 54.2
Strongest force on any atom (eV/A): 1.28
E_HOMO (eV): -6.426

Structure (XYZ):
```
107
Properties=species:S:1:pos:R:3:lowdin_charge:R:1
Cd 0.472 -0.184 0.864 1.42
C -4.031 5.848 0.070 -0.08
C -4.063 5.059 -1.068 -0.07
C -3.185 4.000 -1.217 -0.03
C -2.254 3.711 -0.223 -0.18
C -2.177 4.572 0.879 -0.08
C -3.067 5.614 1.036 -0.07
C -1.379 2.534 -0.226 -0.05
C -1.875 1.260 -0.550 -0.23
C -3.151 0.922 -1.135 -0.01
C -3.081 -0.381 -1.509 0.01
C -1.792 -0.866 -1.089 -0.25
N -1.112 0.137 -0.493 0.01
C -1.325 -2.178 -1.277 -0.08
C -0.226 -2.770 -0.644 -0.24
C 0.197 -4.134 -0.828 0.01
C 1.238 -4.343 0.017 0.00
C 1.489 -3.096 0.691 -0.27
C 2.530 -2.864 1.617 -0.08
C 3.118 -4.032 2.301 -0.18
C 4.493 -4.182 2.494 -0.05
C 4.996 -5.207 3.278 -0.08
C 4.141 -6.115 3.882 -0.09
C 2.779 -6.014 3.652 -0.08
C 2.274 -4.992 2.869 -0.04
C 2.989 -1.580 1.971 -0.26
N 2.535 -0.424 1.417 0.01
C 3.245 0.600 1.951 -0.27
C 3.064 1.963 1.654 -0.07
C 4.059 2.915 2.180 -0.21
C 3.652 3.960 3.008 -0.04
C 4.581 4.828 3.552 -0.08
C 5.928 4.671 3.270 -0.09
C 6.340 3.660 2.416 -0.08
C 5.413 2.782 1.882 -0.03
C 1.973 2.519 0.969 -0.25
C 1.873 3.889 0.543 0.00
C 0.617 4.054 0.059 -0.01
C -0.045 2.779 0.166 -0.26
N 0.813 1.875 0.686 0.01
C 4.178 0.083 2.918 0.00
C 4.007 -1.263 2.944 -0.01
N 0.591 -2.176 0.266 0.00
C -2.068 -2.971 -2.285 -0.22
C -1.994 -2.574 -3.618 -0.03
C -2.679 -3.268 -4.598 -0.08
C -3.463 -4.359 -4.262 -0.09
C -3.543 -4.758 -2.940 -0.08
C -2.845 -4.076 -1.958 -0.04
H -4.740 6.653 0.192 0.10
H -4.781 5.272 -1.847 0.10
H -3.193 3.407 -2.119 0.11
H -1.408 4.401 1.619 0.11
H -3.010 6.241 1.914 0.11
H -3.993 1.573 -1.266 0.10
H -3.834 -0.975 -1.996 0.12
H -0.243 -4.824 -1.521 0.11
H 1.808 -5.243 0.137 0.11
H 5.172 -3.490 2.017 0.12
H 6.062 -5.294 3.433 0.10
H 4.533 -6.899 4.516 0.10
H 2.098 -6.725 4.100 0.10
H 1.206 -4.924 2.717 0.11
H 2.603 4.073 3.244 0.12
H 4.254 5.623 4.208 0.10
H 6.654 5.331 3.721 0.10
H 7.389 3.551 2.176 0.10
H 5.727 1.985 1.224 0.12
H 2.669 4.609 0.578 0.11
H 0.199 4.942 -0.372 0.11
H 4.833 0.675 3.529 0.11
H 4.508 -1.959 3.588 0.10
H -1.385 -1.719 -3.881 0.12
H -2.597 -2.950 -5.624 0.10
H -4.008 -4.891 -5.028 0.10
H -4.152 -5.606 -2.666 0.10
H -2.913 -4.389 -0.925 0.11
C -4.622 -0.203 1.973 -0.03
C -3.192 -0.173 2.444 -0.17
C -2.651 1.047 2.869 -0.17
C -3.505 2.285 2.911 -0.02
C -1.331 1.110 3.324 -0.19
C -0.716 2.399 3.805 -0.03
C -0.584 -0.070 3.456 -0.24
C 0.771 -0.010 4.121 -0.04
C -1.163 -1.304 3.121 -0.21
C -0.473 -2.568 3.569 -0.03
C -2.434 -1.344 2.531 -0.18
C -2.997 -2.664 2.065 -0.04
H -4.725 0.392 1.066 0.07
H -5.277 0.211 2.738 0.09
H -4.973 -1.207 1.768 0.07
H -3.590 2.645 3.936 0.10
H -4.507 2.105 2.544 0.07
H -3.072 3.070 2.299 0.05
H 0.160 2.646 3.204 0.07
H -0.390 2.287 4.839 0.09
H -1.410 3.230 3.761 0.06
H 0.663 0.091 5.204 0.10
H 1.342 0.851 3.773 0.07
H 1.359 -0.903 3.928 0.06
H 0.441 -2.754 3.008 0.05
H -1.121 -3.431 3.476 0.07
H -0.209 -2.470 4.622 0.10
H -3.577 -3.147 2.855 0.10
H -2.196 -3.333 1.760 0.07
H -3.647 -2.528 1.206 0.06
```


(2)
DFT (ωB97M-V/def2-TZVPD) results for C56H46ClN3NaO5S3Te as an isolated structure.

Calculated values
Multiplicity: 1
Total charge: -1
Strongest force on any atom (eV/A): 0.37
E_HOMO (eV): -4.401

Structure (XYZ):
```
116
Properties=species:S:1:pos:R:3:lowdin_charge:R:1
Na -0.009 0.845 0.396 0.23
Cl 2.134 3.367 7.439 0.60
C 1.488 2.657 5.977 -0.69
C 0.273 1.945 6.036 -0.11
C -0.253 1.375 4.916 -0.01
C 0.392 1.462 3.629 -0.44
O -0.100 0.899 2.618 -0.13
C 1.623 2.213 3.608 -0.14
C 2.383 2.418 2.412 -0.23
O 2.122 2.087 1.259 -0.04
C 2.144 2.782 4.791 -0.09
H -0.238 1.853 6.987 0.10
H -1.184 0.823 4.959 0.11
H 3.333 2.972 2.591 0.12
H 3.080 3.327 4.741 0.11
C -0.088 4.458 1.365 -0.05
C -0.333 4.294 -0.099 -0.62
N -0.308 3.158 -0.716 0.12
C -0.598 3.291 -2.054 -0.32
C -0.829 4.567 -2.463 -0.35
S -0.698 5.634 -1.129 1.03
C -0.742 2.102 -2.901 -0.34
C -1.736 1.975 -3.817 -0.36
S -1.677 0.415 -4.503 1.06
C -0.295 0.042 -3.540 -0.62
N 0.081 1.007 -2.758 0.12
C 0.355 -1.298 -3.623 -0.07
H -0.166 3.485 1.846 0.07
H -0.818 5.133 1.812 0.08
H 0.909 4.860 1.558 0.08
H -1.050 4.901 -3.463 0.08
H -2.546 2.663 -3.985 0.07
H -0.101 -1.908 -4.403 0.07
H 0.226 -1.798 -2.663 0.05
H 1.421 -1.184 -3.810 0.06
C -5.863 -3.312 -1.576 -0.07
C -4.810 -2.276 -1.279 -0.28
C -5.090 -0.916 -1.307 -0.01
C -4.122 0.046 -1.080 -0.09
C -4.513 1.469 -1.213 -0.29
O -3.860 2.304 -1.809 0.09
C -5.820 1.900 -0.586 -0.15
C -6.508 2.974 -1.141 -0.02
C -7.685 3.426 -0.566 -0.09
C -8.172 2.820 0.585 -0.10
C -7.480 1.762 1.157 -0.08
C -6.311 1.298 0.569 -0.03
C -2.754 -0.305 -0.749 -0.30
O -1.911 0.579 -0.485 -0.05
C -2.479 -1.736 -0.694 -0.05
C -3.509 -2.641 -0.968 0.00
C -1.149 -2.286 -0.385 -0.20
N -0.083 -1.582 -0.253 0.09
C 1.203 -2.216 -0.021 -0.30
C 1.925 -1.539 1.125 -0.46
Te 1.099 -1.943 3.062 1.38
C 2.035 -3.841 3.139 -0.55
C 3.416 -3.990 3.029 -0.15
C 4.000 -5.247 3.078 -0.10
C 3.213 -6.376 3.260 -0.11
C 1.839 -6.240 3.387 -0.10
C 1.254 -4.982 3.320 -0.16
C -1.084 -3.790 -0.254 -0.22
C -0.666 -4.583 -1.316 -0.03
C -0.597 -5.963 -1.180 -0.08
C -0.947 -6.562 0.022 -0.10
C -1.365 -5.774 1.085 -0.09
C -1.434 -4.395 0.948 -0.04
H -6.841 -2.845 -1.702 0.07
H -5.952 -4.046 -0.770 0.07
H -5.646 -3.866 -2.494 0.07
H -6.102 -0.591 -1.536 0.12
H -6.095 3.446 -2.023 0.11
H -8.223 4.255 -1.009 0.10
H -9.088 3.178 1.039 0.09
H -7.849 1.299 2.063 0.10
H -5.762 0.474 1.007 0.12
H -3.289 -3.702 -0.943 0.11
H 1.807 -2.065 -0.928 0.11
H 1.154 -3.294 0.161 0.10
H 1.953 -0.459 0.999 0.02
H 2.960 -1.872 1.207 0.04
H 4.041 -3.113 2.910 0.09
H 5.075 -5.345 2.983 0.10
H 3.672 -7.356 3.302 0.09
H 1.214 -7.115 3.522 0.10
H 0.178 -4.884 3.389 0.07
H -0.392 -4.116 -2.255 0.12
H -0.267 -6.571 -2.013 0.10
H -0.891 -7.638 0.131 0.10
H -1.637 -6.235 2.027 0.10
H -1.757 -3.772 1.774 0.12
O 3.303 -0.161 -3.005 -0.52
S 3.165 0.740 -1.825 1.01
C 4.840 0.870 -1.166 -0.34
C 5.055 1.477 0.065 -0.07
C 6.343 1.530 0.575 -0.08
C 7.398 0.969 -0.135 -0.10
C 7.166 0.351 -1.355 -0.08
C 5.879 0.294 -1.875 -0.07
C 3.053 2.413 -2.471 -0.36
C 2.835 3.476 -1.606 -0.07
C 2.726 4.754 -2.133 -0.09
C 2.811 4.953 -3.505 -0.09
C 3.002 3.875 -4.357 -0.08
C 3.125 2.592 -3.840 -0.07
H 4.213 1.882 0.612 0.07
H 6.523 1.999 1.534 0.10
H 8.402 1.006 0.270 0.10
H 7.988 -0.095 -1.901 0.10
H 5.659 -0.193 -2.816 0.10
H 2.720 3.296 -0.543 0.09
H 2.548 5.593 -1.473 0.10
H 2.709 5.953 -3.910 0.10
H 3.047 4.031 -5.428 0.10
H 3.258 1.726 -4.475 0.11
```